Record 1
The following is a quantum chemistry calculation of a cluster of 2 separate species, C6H13N3 in total in a non-equilibrium geometry, from OMol25.

Cartesian coordinates (Å):
H (-3.0025, 0.1373, 0.1538)
N (-2.2973, 0.6030, 0.7267)
C (-1.2178, 0.8944, 0.0592)
C (-0.9440, 0.1676, -1.3107)
C (-0.5391, 0.8025, -2.4121)
H (-0.9095, 1.9385, -0.0303)
H (-1.4202, -0.8050, -1.3889)
H (-0.1407, 1.8084, -2.3725)
H (-0.5700, 0.3427, -3.3900)
C (2.0525, -0.0921, -0.4895)
C (0.9205, -0.5306, 0.3814)
N (0.5566, -1.8527, 0.3624)
C (0.3437, 0.3322, 1.3430)
N (-0.3477, -0.2819, 2.4333)
H (1.8807, -0.3747, -1.5296)
H (2.9764, -0.5725, -0.1572)
H (2.1737, 0.9878, -0.4640)
H (0.0282, -2.1411, 1.1790)
H (1.1266, -2.4907, -0.1716)
H (0.9313, 1.2064, 1.6131)
H (-0.2612, 0.2652, 3.2796)
H (-1.3401, -0.3447, 2.1846)

Computed properties:
E_HOMO (spin up / spin down) = -7.2 / -7.2 eV
SMILES string = [H]/N=C\C=C.C/C(N)=C/N
Largest force on an atom = 2.81 eV Å⁻¹
Gap between HOMO and LUMO (spin up / spin down) = 8.035 / 8.035 eV
Multiplicity = 1
DFT total energy = -400.5666 hartree

---

Record 2
The following is a quantum chemistry calculation of a structure of composition C7H14IrPS in a non-equilibrium geometry, from OMol25.

Cartesian coordinates (Å):
C (0.0046, 0.4830, -2.7869)
C (-1.2645, -0.1076, -2.5451)
C (-1.0646, -1.3838, -1.9044)
C (0.3676, -1.6179, -1.8183)
C (1.0317, -0.3977, -2.2691)
Ir (-0.1267, 0.0785, -0.5059)
P (-0.8847, 2.1580, -0.1618)
H (0.1976, 1.4077, -3.3197)
H (-2.2283, 0.3138, -2.8295)
H (-1.8583, -2.0699, -1.6149)
H (2.1020, -0.2103, -2.2871)
H (0.8807, -2.5154, -1.4646)
H (-1.8957, 2.3604, 0.8151)
H (-1.4237, 2.9023, -1.2713)
H (0.1593, 3.0275, 0.2596)
C (1.3133, -1.7512, 2.3151)
S (0.3282, -0.4120, 1.6128)
C (0.0023, 0.8050, 2.8774)
H (1.8245, -2.3232, 1.5337)
H (0.6298, -2.4196, 2.8632)
H (2.0600, -1.3566, 3.0207)
H (-0.0631, 0.1800, 3.7827)
H (0.8490, 1.5080, 2.9543)
H (-0.9410, 1.3412, 2.7440)

Computed properties:
E_HOMO (spin up / spin down) = -7.0 / -13.0 eV
Largest force on an atom = 5.04 eV Å⁻¹
<S²> = 8.765
Net charge = +1
Gap between HOMO and LUMO (spin up / spin down) = 4.340 / 6.023 eV
Multiplicity = 6
DFT total energy = -1118.3718 hartree

---

Record 3
The following is a quantum chemistry calculation of the molecule C2H5NS2 in a non-equilibrium geometry, from OMol25.

Cartesian coordinates (Å):
H (-0.3427, 0.3601, 2.6943)
N (-0.2995, 0.3217, 1.6485)
C (-1.3555, 0.4443, 1.0822)
S (-0.8407, 0.4608, -1.0735)
C (0.8981, 0.1479, -0.8907)
S (1.4923, -1.5070, -1.1912)
H (-2.4917, 0.5266, 0.9304)
H (0.9542, 0.5088, 0.2020)
H (1.5866, 0.6959, -1.4749)
H (0.3989, -1.9592, -1.9271)

Computed properties:
E_HOMO = -8.6 eV
SMILES string = [H]/N=C/SCS
Largest force on an atom = 6.13 eV Å⁻¹
Gap between HOMO and LUMO = 9.242 eV
Multiplicity = 1
DFT total energy = -930.2351 hartree

---

Record 4
The following is a quantum chemistry calculation of the ion C10H19BN2OPS2 with charge +1 in a non-equilibrium geometry, from OMol25.

Cartesian coordinates (Å):
C (2.2239, 3.1420, 0.4842)
C (1.9482, 3.2192, -0.9115)
C (1.2677, 2.7955, -2.3792)
C (-0.3478, 3.0723, -2.4421)
C (-1.2739, 1.7064, -2.2696)
C (-0.7553, 0.7329, -1.0565)
S (-0.1086, -0.9301, -1.7140)
C (-0.1616, -1.6334, 0.0512)
B (0.7676, -2.9410, 0.5383)
O (0.6448, -4.1873, -0.2633)
N (1.6775, -2.8976, 1.7523)
C (2.4756, -1.6144, 1.8456)
C (0.8438, -2.9281, 3.0501)
N (-1.0712, -0.8945, 0.8146)
C (-1.7750, 0.2971, 0.1512)
P (-3.6586, 0.2181, -0.1533)
S (-4.5353, -0.9564, 1.1828)
H (2.6872, 3.0144, 1.5757)
H (1.8851, 3.4257, -3.1833)
H (1.4701, 1.6634, -2.6564)
H (-0.5711, 3.5679, -3.4863)
H (-0.6673, 3.7841, -1.5502)
H (-1.1858, 1.0636, -3.2712)
H (-2.3890, 2.0779, -2.1564)
H (0.1959, 1.0989, -0.4410)
H (1.5111, -4.4245, -0.7102)
H (1.8187, -0.6408, 1.7869)
H (2.9694, -1.6121, 2.9302)
H (3.3785, -1.5912, 1.0653)
H (0.3884, -1.8846, 3.3252)
H (-0.0217, -3.7166, 2.8254)
H (1.5319, -3.3495, 3.9025)
H (-1.1983, -1.1784, 1.8134)
H (-1.6859, 1.2035, 0.9127)
H (-4.0510, -0.2505, -1.4579)
H (-4.2278, 1.5480, 0.0950)

Computed properties:
E_HOMO = -11.8 eV
Largest force on an atom = 9.40 eV Å⁻¹
Net charge = +1
Gap between HOMO and LUMO = 6.553 eV
Multiplicity = 1
DFT total energy = -1739.2395 hartree

---

Q: What is the DFT total energy in the fourth record?
A: -1739.2395 hartree